Record 1
The following is a quantum chemistry calculation of a cluster of 3 separate species, C28H44F16N3O5PS2 in total in a non-equilibrium geometry, from the Open Molecules 2025 dataset.

Last column: Löwdin charge in e.
Positions of all 99 atoms, in Å:
H 0.73136 2.83153 -0.51751  0.031
N 1.57858 3.17403 -0.06323  0.140
C 2.16605 2.23417 0.56880  -0.485
C 3.40495 2.58301 1.36096  -0.050
C 1.66371 0.80346 0.61532  -0.204
P 2.01526 -0.30395 -0.84726  0.876
C 1.22672 -0.10739 -2.49887  -0.234
C -0.08410 0.72271 -2.48911  -0.271
C -1.37256 -0.13074 -2.53813  -0.481
S -2.36273 0.27613 -1.08333  0.947
C -3.88671 -0.53427 -1.35969  -1.106
S -4.04561 -1.78530 -2.39529  0.739
N -4.88435 0.05245 -0.57227  -0.238
C -5.99360 -0.84827 -0.20623  -0.273
C -6.61358 -0.37493 1.10805  -0.079
C -5.34821 1.35759 -1.13014  -0.218
C -4.78333 2.58118 -0.38320  -0.091
C 3.56580 0.73094 -1.35856  -0.203
C 4.36467 0.00384 -2.39572  -0.492
O 4.52615 -1.17557 -2.45343  0.145
O 5.02458 0.82859 -3.32970  0.061
C 4.23491 1.43571 -4.29443  -0.509
C 3.94428 2.88969 -4.07234  0.021
O 3.85212 0.82034 -5.24235  0.152
N 0.67914 -1.44656 -0.37219  -0.222
C 1.00899 -2.36810 0.71375  -0.304
C 1.62574 -3.68994 0.21392  -0.240
C 3.06093 -3.95652 0.73053  -0.118
H 3.10218 2.99113 2.32616  0.073
H 4.03577 1.70932 1.52636  0.072
H 3.96475 3.33898 0.81209  0.085
H 2.08607 0.30234 1.49042  0.092
H 0.58434 0.83403 0.77957  0.088
H 2.87331 -1.39850 -0.64785  0.068
H 1.90443 0.30202 -3.24862  0.071
H 0.99204 -1.12425 -2.81208  0.092
H -0.12453 1.34637 -1.59355  0.041
H -0.07742 1.39915 -3.34264  0.111
H -1.97427 0.13730 -3.40873  0.073
H -1.16559 -1.19557 -2.60347  0.061
H -5.56592 -1.83601 -0.04593  0.094
H -6.74443 -0.88417 -0.99946  0.112
H -5.81797 -0.20341 1.83663  0.078
H -7.13729 0.57599 0.98446  0.067
H -7.29840 -1.12304 1.50557  0.073
H -5.00898 1.40751 -2.16665  0.110
H -6.43495 1.35692 -1.10548  0.110
H -4.13902 3.17908 -1.02853  0.064
H -4.16781 2.25044 0.45348  0.062
H -5.57357 3.21924 0.01402  0.067
H 3.30452 1.70843 -1.76144  0.070
H 4.24279 0.87119 -0.51088  0.099
H 3.76227 3.36398 -5.03310  0.092
H 3.03107 2.97035 -3.47624  0.084
H 4.73666 3.39579 -3.52598  0.094
H -0.19088 -0.96829 -0.16955  0.010
H 1.68655 -1.93613 1.46606  0.086
H 0.08243 -2.59574 1.24806  0.110
H 1.01334 -4.53175 0.54228  0.093
H 1.65724 -3.68827 -0.87456  0.096
H 3.57193 -3.03007 1.00229  0.053
H 3.05605 -4.59182 1.61766  0.064
H 3.67518 -4.44293 -0.02902  0.067
F 4.70225 5.15189 6.06726  0.099
C 4.09869 5.40500 7.24377  -0.310
F 3.97805 4.23532 7.91160  0.098
C 2.69761 5.99450 7.04455  -0.440
F 1.89719 5.08939 6.44530  0.137
F 2.22900 6.18548 8.31354  0.098
C 2.56480 7.36264 6.35271  -0.039
O 2.17593 7.38977 4.99181  0.050
C 3.06467 7.39817 3.95366  -0.550
F 4.33710 7.52801 4.36234  0.157
F 2.77940 8.47920 3.19231  0.143
C 2.87801 6.17900 3.04302  -0.284
F 3.07147 5.03683 3.73470  0.090
F 3.79146 6.23593 2.04994  0.098
H 4.72027 6.08379 7.83377  0.172
H 1.72418 7.83017 6.86293  0.148
H 3.43337 7.99406 6.54135  0.147
H 1.87410 6.17695 2.61506  0.177
F -2.86715 -7.84627 -4.33114  0.099
C -3.22487 -6.58968 -4.65729  -0.308
F -2.37488 -6.14704 -5.61138  0.098
C -3.13693 -5.64664 -3.45267  -0.443
F -1.85728 -5.53385 -3.04386  0.139
F -3.52762 -4.43381 -3.93968  0.053
C -4.05772 -5.90372 -2.24659  -0.036
O -3.50483 -6.53144 -1.10265  0.051
C -3.52194 -7.88112 -0.90029  -0.551
F -4.24376 -8.53699 -1.82312  0.157
F -4.11800 -8.09788 0.29688  0.138
C -2.10379 -8.45172 -0.77266  -0.289
F -1.39426 -8.22450 -1.89283  0.105
F -2.19258 -9.78741 -0.58305  0.099
H -4.23889 -6.59468 -5.06615  0.172
H -4.30142 -4.90295 -1.89121  0.124
H -4.99818 -6.36483 -2.54948  0.148
H -1.59455 -7.99501 0.07787  0.174

Atoms 1-6, force components in eV/Å:
H 0.00 0.02 0.00
N 0.14 -0.32 0.20
C -0.05 0.30 -0.04
C -0.13 -0.15 -0.39
C -0.13 0.64 0.03
P -0.30 -0.75 0.18

Values from the calculation:
largest force on an atom = 1.00 eV/Å
multiplicity = 1
highest occupied orbital energy = -8.6 eV
HOMO-LUMO gap = 8.5 eV


Record 2
The following is a quantum chemistry calculation of a structure of composition C59H51ClF2NP3TeTi in a non-equilibrium geometry, from the Open Molecules 2025 dataset.

Last column: Löwdin charge in e.
Positions of all 119 atoms, in Å:
Ti -1.08973 1.60539 -0.10239  0.690
C 2.81779 1.09916 -3.64405  -0.049
C 4.02289 0.57297 -2.90600  -0.278
C 5.07940 0.04949 -3.64622  -0.049
C 6.22498 -0.43657 -3.03494  -0.086
C 6.33646 -0.38239 -1.65561  -0.088
C 5.29554 0.13875 -0.89996  -0.090
C 4.12839 0.61097 -1.50139  -0.328
P 2.64950 1.17984 -0.54068  1.146
C 3.19334 1.01957 1.22202  -0.310
C 3.36586 -0.33040 1.56731  -0.127
C 3.63032 -0.73802 2.86211  -0.077
C 3.70060 0.21646 3.86481  -0.085
C 3.51061 1.54928 3.54623  -0.054
C 3.24906 1.98548 2.24350  -0.251
C 3.02205 3.46611 2.05719  -0.034
C 2.67575 2.95795 -0.99784  -0.344
C 3.90691 3.58374 -1.23934  -0.103
C 3.98122 4.89465 -1.66349  -0.083
C 2.80452 5.60582 -1.86594  -0.077
C 1.58773 4.99831 -1.62870  -0.051
C 1.48203 3.66652 -1.19117  -0.282
C 0.04755 3.19185 -0.96110  -0.220
H 2.63308 0.52064 -4.55110  0.082
H 2.97458 2.14280 -3.93097  0.096
H 1.91537 1.06421 -3.03654  0.032
H 4.99609 0.01616 -4.72777  0.112
H 7.02707 -0.85078 -3.63418  0.101
H 7.23040 -0.74853 -1.16462  0.102
H 5.40585 0.18933 0.17359  0.097
H 3.28185 -1.08258 0.78814  0.068
H 3.76231 -1.78995 3.08613  0.103
H 3.88159 -0.07363 4.89308  0.102
H 3.55003 2.28949 4.33809  0.108
H 3.00398 3.95688 3.03037  0.077
H 2.07810 3.68087 1.55697  0.071
H 3.81225 3.92385 1.46449  0.079
H 4.82056 3.02125 -1.09157  0.109
H 4.94339 5.36252 -1.83641  0.103
H 2.83863 6.63297 -2.21273  0.103
H 0.67416 5.56243 -1.78333  0.116
H -0.46458 3.35782 -1.91535  0.058
H -0.37848 3.95531 -0.29955  0.033
Te -2.44839 -3.27696 -1.53253  1.298
C -2.36268 -4.61279 0.12174  -0.553
C -1.56910 -5.75216 0.06411  -0.142
C -1.57542 -6.63093 1.13966  -0.159
N -2.30129 -6.44326 2.24170  0.050
C -3.05704 -5.34465 2.28941  -0.152
C -3.12443 -4.41061 1.26550  -0.134
C -1.87312 -1.54953 -0.45100  -0.932
P -2.95845 -0.16240 -0.26542  0.859
C -4.48283 -0.45774 -1.21290  -0.376
C -4.52108 -0.08785 -2.55657  -0.094
C -5.58524 -0.47934 -3.35651  -0.073
C -6.61251 -1.24203 -2.81970  -0.081
C -6.58022 -1.60683 -1.48082  -0.075
C -5.52033 -1.21487 -0.67627  -0.100
C -3.59773 -0.18665 1.45809  -0.355
C -4.53864 0.76694 1.86129  -0.101
C -4.98746 0.80616 3.17163  -0.075
C -4.49819 -0.10740 4.09843  -0.082
C -3.57719 -1.06460 3.70202  -0.075
C -3.11797 -1.09454 2.39086  -0.106
P -0.34808 -0.77657 -0.96862  0.840
C 0.93036 -1.99122 -0.47503  -0.355
C 2.16059 -2.07947 -1.12817  -0.139
C 3.11983 -2.98813 -0.70626  -0.084
C 2.86124 -3.82231 0.37365  -0.081
C 1.64213 -3.73946 1.03418  -0.071
C 0.68767 -2.82036 0.61863  -0.098
C -0.20935 -0.73965 -2.80287  -0.367
C 0.18800 -1.81952 -3.59197  -0.122
C 0.16001 -1.71897 -4.97657  -0.074
C -0.27976 -0.55511 -5.59199  -0.084
C -0.67644 0.52739 -4.82056  -0.073
C -0.62511 0.43129 -3.43825  -0.127
H -0.94441 -5.94889 -0.79924  0.089
H -0.96335 -7.52826 1.12033  0.102
H -3.64729 -5.21156 3.19181  0.103
H -3.76127 -3.53883 1.36473  0.080
H -3.70982 0.49488 -2.97563  0.090
H -5.60803 -0.19614 -4.40214  0.106
H -7.43956 -1.55407 -3.44618  0.104
H -7.37568 -2.21026 -1.06207  0.105
H -5.49397 -1.50382 0.36687  0.105
H -4.94202 1.46565 1.13710  0.098
H -5.72776 1.53876 3.47009  0.106
H -4.83677 -0.06910 5.12641  0.104
H -3.20722 -1.78694 4.41956  0.108
H -2.38914 -1.83364 2.07461  0.079
H 2.36598 -1.44175 -1.97949  0.088
H 4.07596 -3.03587 -1.21501  0.111
H 3.60696 -4.53844 0.69771  0.105
H 1.42988 -4.39162 1.87213  0.107
H -0.26320 -2.75154 1.13044  0.083
H 0.52364 -2.73563 -3.12793  0.089
H 0.47944 -2.55704 -5.58415  0.106
H -0.30582 -0.49108 -6.67318  0.104
H -1.01473 1.44263 -5.29000  0.110
H -0.89018 1.28825 -2.83667  0.058
F -2.81838 2.40539 -2.02320  -0.090
C -2.82622 2.70666 -0.64690  -0.459
F -2.66595 4.08945 -0.59850  -0.088
H -3.84787 2.54723 -0.31307  0.076
Cl -1.74450 3.36394 2.02617  0.858
C -1.37935 2.33881 3.38786  -0.550
C -1.78653 2.68141 4.66211  -0.094
C -1.47824 1.81784 5.70295  -0.086
C -0.76742 0.65255 5.44389  -0.079
C -0.37253 0.34043 4.15249  -0.038
C -0.67754 1.18105 3.08491  -0.313
C -0.24025 0.93059 1.69176  -0.241
H -2.33449 3.59881 4.83446  0.109
H -1.79205 2.05365 6.71230  0.104
H -0.51840 -0.01547 6.25891  0.105
H 0.20465 -0.55892 3.96452  0.119
H 0.16955 -0.07276 1.60172  0.045
H 0.58304 1.64176 1.46752  0.050

Atoms 1-6, force components in eV/Å:
Ti 0.93 0.05 0.92
C 0.12 0.00 0.04
C -0.05 -0.02 0.04
C 0.02 -0.05 0.01
C 0.01 0.01 -0.03
C 0.01 -0.02 0.03

Values from the calculation:
largest force on an atom = 1.46 eV/Å
multiplicity = 1
highest occupied orbital energy = -7.5 eV
HOMO-LUMO gap = 7.2 eV


Record 3
The following is a quantum chemistry calculation of a structure of composition C3HN2OS2 in a non-equilibrium geometry, from the Open Molecules 2025 dataset.

Last column: Löwdin charge in e.
Positions of all 9 atoms, in Å:
C 0.15593 0.17196 -0.43776  -0.957
C -1.86438 1.53468 -0.15917  -0.360
C -2.45495 -1.31421 -0.20282  -0.942
N -3.55983 -0.97802 -0.27463  0.040
N -0.80600 1.01313 0.10992  0.021
O -2.78196 2.25791 -0.09519  0.130
S -0.97997 -1.94477 -0.39486  0.617
S 0.59040 0.42824 -2.02159  0.404
H 1.13574 0.17026 0.12598  0.047

Atoms 1-6, force components in eV/Å:
C 1.49 1.41 -0.36
C 0.48 0.71 1.25
C -1.06 -0.23 -0.56
N -0.70 0.59 0.44
N -0.39 -0.63 0.33
O -0.17 -0.37 -0.71

Values from the calculation:
largest force on an atom = 2.13 eV/Å
multiplicity = 1
highest occupied orbital energy (spin up / spin down) = -4.1 / -4.1 eV
energy relative to the best compared isomer or geometry (same formula, charge and spin) = 65.9 kJ/mol
total charge = -1
HOMO-LUMO gap (spin up / spin down) = 7.5 / 7.5 eV


Record 4
The following is a quantum chemistry calculation of a cluster of 2 separate species, C5H6FO4S in total in a non-equilibrium geometry, from the Open Molecules 2025 dataset.

Last column: Löwdin charge in e.
Positions of all 17 atoms, in Å:
C 2.70688 1.36004 -1.70195  0.028
C 2.03917 0.39466 -2.00021  -0.008
C 1.46809 -1.05914 0.84704  -0.547
C -1.88827 -0.66698 0.80463  -0.172
C 0.63690 -1.34211 -0.25244  -0.389
O 1.98289 -1.92388 1.56671  0.009
O 1.91405 0.29645 0.90255  -0.015
O -1.48127 -0.73288 -1.75435  -0.377
O -0.44156 1.08562 -0.51659  -0.359
F 0.18912 -2.64982 -0.39560  -0.051
S -0.75871 -0.32899 -0.53499  0.595
H 3.52889 1.84244 -1.34816  -0.003
H 1.63671 0.71380 0.05788  0.005
H 1.13085 -0.01395 -2.44406  0.047
H -1.66075 0.20219 1.56072  0.095
H -2.94347 -0.63960 0.37544  0.072
H -1.56880 -1.63606 1.27879  0.070

Atoms 1-6, force components in eV/Å:
C -0.67 -2.11 -0.74
C -1.45 1.26 -1.53
C 2.19 0.11 0.41
C -0.10 1.05 1.40
C -1.67 0.65 -0.63
O -0.65 1.37 -0.32

Values from the calculation:
largest force on an atom = 2.46 eV/Å
multiplicity = 1
highest occupied orbital energy = -4.1 eV
energy relative to the best compared isomer or geometry (same formula, charge and spin) = 200.5 kJ/mol
total charge = -1
HOMO-LUMO gap = 7.5 eV


Record 5
The following is a quantum chemistry calculation of a cluster of 2 separate species, C5H11NO2 in total in a non-equilibrium geometry, from the Open Molecules 2025 dataset.

Last column: Löwdin charge in e.
Positions of all 19 atoms, in Å:
O 2.37859 -0.38298 0.47673  -0.053
C 1.93597 0.77410 0.20359  -0.396
N 1.11820 0.55965 -1.15893  0.164
C 0.05720 -0.26041 -1.32170  -0.196
C -0.42035 -1.03876 -0.05953  -0.160
C -1.11139 -0.28884 1.03062  -0.162
C -0.47245 -0.21526 2.19561  0.023
H 2.62355 1.58325 -0.05895  0.110
H 1.17538 1.20778 0.88382  0.107
H 0.25938 -1.01008 -2.10434  0.143
H -0.90346 0.38782 -1.61860  0.150
H -1.11978 -1.78447 -0.44180  0.124
H 0.44934 -1.56914 0.33782  0.113
H -1.94731 0.27357 0.65004  0.067
H -0.89247 0.19513 3.10946  0.062
H 0.53825 -0.57591 2.27445  0.056
H -3.09115 1.25244 -1.45260  -0.023
H 1.86206 0.28365 -1.79745  0.141
O -2.43955 0.60844 -1.14824  -0.270

Atoms 1-6, force components in eV/Å:
O 0.36 -0.73 -0.69
C -0.89 1.98 1.69
N 0.38 -1.36 -0.27
C 1.72 -1.43 0.42
C -1.18 -0.08 0.09
C 1.45 0.33 -0.31

Values from the calculation:
largest force on an atom = 2.81 eV/Å
multiplicity = 1
highest occupied orbital energy = -9.1 eV
energy relative to the best compared isomer or geometry (same formula, charge and spin) = 823.2 kJ/mol
HOMO-LUMO gap = 5.6 eV


Record 6
The following is a quantum chemistry calculation of a structure of composition CHCl3F3V in a non-equilibrium geometry, from the Open Molecules 2025 dataset.

Last column: Löwdin spin population.
Positions of all 9 atoms, in Å:
V 2.09208 0.14744 -0.42162  2.859
F 2.89186 -1.82133 -0.36139  0.033
F 0.59835 -0.77795 -1.59340  0.044
F 2.41237 2.05336 0.18795  0.042
C -1.55617 0.09819 0.32919  0.001
Cl -0.18422 0.59674 1.33308  0.020
Cl -2.98300 1.03289 0.78749  0.001
Cl -1.95859 -1.64035 0.44154  0.000
H -1.31267 0.31101 -0.70283  0.000

Atoms 1-6, force components in eV/Å:
V -0.60 -1.88 -0.35
F -0.26 2.10 0.16
F 0.75 1.38 0.89
F -0.09 -1.44 -0.56
C -0.20 -0.51 -0.06
Cl -0.10 -0.27 -0.16

Values from the calculation:
largest force on an atom = 2.12 eV/Å
multiplicity = 4
highest occupied orbital energy (spin up / spin down) = -4.2 / -6.5 eV
total charge = -1
HOMO-LUMO gap (spin up / spin down) = 7.0 / 9.3 eV